[1]
{"formula": "KO4S", "method": "the ωB97M-V functional and the def2-TZVPD basis", "elements": ["K", "S", "O", "O", "O", "O"], "positions_angstrom": [[-1.110, 1.700, -1.631], [0.233, -0.366, 0.349], [-0.175, 1.064, 0.665], [-0.909, -1.259, 0.640], [0.523, -0.423, -1.133], [1.437, -0.715, 1.110]], "forces_ev_per_angstrom": [[0.63, -0.81, 0.69], [0.03, -0.16, 0.12], [-0.19, 0.13, -0.47], [0.07, 0.19, -0.02], [-0.36, 0.61, -0.25], [-0.18, 0.04, -0.08]], "mulliken_charge": [0.90, 1.21, -0.86, -0.69, -0.83, -0.73], "total_energy_ha": -1299.175935, "total_charge": -1, "gap_ev": 4.85, "e_above_lowest_kcal_mol": 0.0, "e_lumo_ev": 1.6}

[2]
{"formula": "C11H17Cl2N5O3OsS", "method": "the ωB97M-V functional and the def2-TZVPD basis", "elements": ["Os", "N", "N", "C", "N", "N", "N", "O", "O", "H", "H", "H", "H", "H", "Cl", "C", "C", "C", "C", "C", "Cl", "C", "S", "H", "H", "H", "C", "C", "C", "C", "O", "H", "H", "H", "H", "H", "H", "H", "H", "H"], "positions_angstrom": [[0.663, 0.471, -0.535], [2.729, 0.827, -0.575], [2.966, 2.208, -0.768], [1.920, 3.055, -0.991], [2.217, 4.316, -1.202], [0.676, 2.488, -0.935], [-0.479, 3.357, -0.995], [-0.328, 4.509, -1.311], [-1.493, 2.824, -0.664], [3.209, 0.488, 0.261], [3.123, 0.308, -1.368], [3.925, 2.522, -0.810], [3.175, 4.632, -1.203], [1.468, 4.972, -1.390], [-1.677, -0.018, -0.725], [-2.249, 0.238, 0.929], [-3.597, 0.169, 1.167], [-4.023, 0.338, 2.487], [-3.125, 0.560, 3.514], [-1.764, 0.621, 3.244], [-0.644, 0.905, 4.508], [-1.307, 0.461, 1.929], [0.409, 0.564, 1.588], [-4.299, -0.007, 0.365], [-5.081, 0.296, 2.708], [-3.469, 0.691, 4.530], [-0.328, -2.866, -2.187], [0.587, -2.644, -0.997], [1.834, -3.504, -1.089], [-0.101, -2.819, 0.340], [1.150, -1.259, -1.070], [-0.650, -3.908, -2.218], [0.198, -2.657, -3.117], [-1.227, -2.255, -2.131], [1.552, -4.558, -1.066], [2.502, -3.321, -0.249], [2.363, -3.322, -2.023], [-0.391, -3.864, 0.453], [-1.009, -2.228, 0.430], [0.576, -2.589, 1.165]], "forces_ev_per_angstrom": [[-0.32, -0.19, 0.53], [0.16, 0.08, -0.16], [-0.36, 0.02, 0.10], [0.36, -0.12, 0.15], [-0.14, -0.13, -0.02], [0.46, -0.26, -0.59], [-0.13, 0.00, 0.35], [0.02, 0.02, -0.20], [-0.04, 0.05, -0.08], [-0.01, 0.20, 0.05], [-0.08, -0.11, 0.07], [-0.03, 0.04, -0.05], [0.00, 0.03, 0.00], [0.04, 0.00, 0.01], [-0.05, 0.09, 0.32], [0.11, 0.01, -0.04], [-0.03, 0.02, 0.19], [-0.10, -0.03, -0.18], [0.14, 0.01, 0.00], [-0.07, -0.05, -0.22], [0.08, 0.01, 0.05], [-0.26, -0.04, -0.02], [0.23, -0.14, -0.18], [-0.03, -0.01, 0.00], [0.00, 0.00, -0.02], [0.01, 0.00, 0.01], [-0.03, -0.07, 0.03], [-0.01, 0.31, -0.35], [-0.05, -0.20, 0.01], [0.00, -0.22, 0.10], [0.05, 0.49, 0.25], [0.04, 0.00, 0.04], [0.00, 0.03, -0.03], [-0.01, 0.02, -0.03], [-0.01, 0.02, 0.00], [0.02, 0.05, 0.01], [0.03, 0.03, -0.03], [0.01, 0.00, -0.03], [-0.01, 0.00, 0.01], [0.01, 0.04, -0.02]], "mulliken_charge": [1.10, -0.51, -0.29, 0.81, -0.29, -0.37, 1.11, -0.69, -0.49, 0.39, 0.43, 0.20, 0.18, 0.23, -0.17, 0.52, -0.80, -0.49, -0.59, 0.19, -0.18, 0.51, -0.13, 0.50, 0.43, 0.47, -1.42, 1.58, -1.75, -1.50, -0.46, 0.42, 0.40, 0.28, 0.43, 0.40, 0.43, 0.52, 0.24, 0.37], "total_energy_ha": -2337.411618, "total_charge": 2, "gap_ev": [6.47, 6.47], "e_above_lowest_kcal_mol": 0.0, "e_lumo_ev": [-8.9, -8.9]}

[3]
{"formula": "C15H46O8S7", "method": "the ωB97M-V functional and the def2-TZVPD basis", "elements": ["C", "S", "O", "C", "H", "H", "H", "H", "H", "H", "C", "S", "O", "C", "H", "H", "H", "H", "H", "H", "C", "S", "O", "C", "H", "H", "H", "H", "H", "H", "C", "S", "O", "C", "H", "H", "H", "H", "H", "H", "C", "S", "O", "C", "H", "H", "H", "H", "H", "H", "C", "S", "O", "C", "H", "H", "H", "H", "H", "H", "C", "S", "O", "C", "H", "H", "H", "H", "H", "H", "C", "O", "H", "H", "H", "H"], "positions_angstrom": [[0.181, 0.648, 6.395], [0.687, 0.007, 4.697], [0.405, -1.458, 4.793], [-0.603, 0.821, 3.811], [0.546, 1.668, 6.581], [0.647, -0.134, 6.957], [-0.898, 0.533, 6.446], [-0.576, 1.880, 4.086], [-1.518, 0.391, 4.269], [-0.484, 0.674, 2.759], [-3.222, -1.796, 0.540], [-3.253, -0.121, -0.154], [-4.606, -0.004, -0.814], [-3.481, 0.795, 1.382], [-3.086, -2.354, -0.352], [-4.165, -1.915, 1.075], [-2.271, -1.830, 1.126], [-3.683, 1.811, 1.027], [-2.514, 0.800, 1.911], [-4.405, 0.405, 1.865], [4.809, 2.064, -2.242], [5.479, 0.469, -1.609], [4.350, -0.502, -1.686], [6.555, 0.144, -3.068], [4.359, 1.760, -3.210], [5.551, 2.835, -2.338], [4.020, 2.305, -1.598], [5.937, 0.089, -3.977], [7.176, -0.726, -2.865], [7.242, 1.003, -3.021], [-3.452, 1.260, -3.151], [-3.659, 2.562, -1.893], [-3.195, 3.909, -2.434], [-5.421, 2.486, -2.052], [-3.751, 1.702, -4.148], [-4.134, 0.491, -2.828], [-2.403, 0.973, -3.074], [-5.814, 3.409, -1.577], [-5.774, 1.605, -1.511], [-5.817, 2.522, -3.070], [0.825, -0.239, -1.498], [1.066, 0.076, 0.184], [-0.239, -0.063, 0.907], [1.984, -1.423, 0.554], [0.494, -1.241, -1.609], [1.810, -0.023, -1.990], [0.020, 0.473, -1.836], [1.203, -2.195, 0.502], [2.346, -1.348, 1.588], [2.812, -1.418, -0.176], [0.078, -5.704, -3.887], [0.974, -4.583, -2.711], [-0.123, -3.779, -2.047], [1.750, -3.528, -3.980], [-0.800, -6.041, -3.364], [0.843, -6.483, -4.156], [-0.135, -5.235, -4.845], [2.030, -2.613, -3.454], [1.172, -3.367, -4.909], [2.709, -3.951, -4.254], [1.083, 4.958, 0.693], [-0.311, 3.975, 1.236], [-0.113, 3.882, 2.729], [-1.595, 5.315, 0.962], [0.990, 5.296, -0.330], [1.933, 4.309, 0.753], [1.156, 5.832, 1.403], [-1.806, 5.513, -0.094], [-1.360, 6.171, 1.561], [-2.506, 4.907, 1.443], [0.950, -5.136, 3.961], [1.099, -3.919, 3.205], [1.102, -5.993, 3.312], [1.766, -5.289, 4.715], [0.064, -5.123, 4.561], [0.968, -3.192, 3.820]], "forces_ev_per_angstrom": [[0.33, -0.33, -1.74], [0.56, 0.64, 1.19], [-0.23, -0.06, -0.21], [-1.00, 0.05, 1.50], [-0.14, -0.50, -0.01], [0.33, -0.04, 0.91], [-0.07, 0.20, 0.10], [0.19, -0.04, -0.26], [0.19, 0.14, -0.74], [-0.10, -0.18, -0.57], [1.21, 1.76, 0.52], [-0.61, -0.13, 0.55], [0.16, -0.41, 0.17], [0.08, 0.16, -0.47], [-0.23, -1.12, -0.55], [0.27, -0.38, -0.04], [-0.93, -0.24, -0.12], [0.02, -0.06, 0.15], [-0.72, -0.22, 0.19], [0.94, 0.14, 0.02], [0.37, -2.03, -1.46], [0.34, 0.09, -0.71], [-0.16, 0.15, -0.01], [-0.04, 0.86, 1.00], [0.32, 0.50, 0.35], [0.29, 0.24, 0.02], [-1.04, 0.59, 1.13], [0.40, -0.01, 0.35], [-0.38, -0.25, -0.13], [-0.21, -0.14, -0.56], [0.33, 1.41, -0.68], [0.19, 0.89, -1.04], [-0.30, -1.31, 0.34], [-1.45, 1.28, 0.72], [0.56, -0.49, 1.06], [0.05, -0.45, -0.08], [-0.14, -0.25, -0.47], [0.22, -0.53, -0.01], [0.07, 0.20, -0.18], [0.49, -0.20, -0.14], [-0.16, 1.50, -1.43], [0.63, 0.66, 1.81], [-0.26, -0.10, -0.30], [-0.20, 0.60, 0.09], [-0.30, -1.04, -0.44], [-0.93, -0.32, 0.21], [0.89, -0.64, 0.17], [0.61, -0.22, -0.26], [-0.03, -0.04, -0.33], [-0.33, -0.57, 0.38], [2.21, -0.12, -0.37], [-1.69, 0.53, -0.56], [1.02, -0.37, -0.49], [0.26, 0.08, 0.00], [-0.14, -0.38, 0.09], [-1.00, 0.20, 0.56], [-0.38, 0.42, 0.27], [-0.40, 0.16, -0.14], [-0.03, 0.08, 0.79], [0.18, -0.48, -0.09], [-0.18, 1.01, 0.70], [-0.72, 1.11, 0.59], [-0.27, -0.02, -0.87], [-0.54, -1.66, 0.47], [-0.27, 0.10, -0.27], [0.60, -0.20, 0.25], [0.08, -0.97, -0.75], [0.28, -0.08, 0.21], [0.60, 0.62, 0.07], [0.36, -0.01, -0.45], [1.93, 0.70, 0.40], [0.04, -1.18, 0.33], [-0.71, 0.05, -0.31], [-0.23, 0.51, -0.43], [-0.94, -0.33, -0.11], [-0.13, 0.46, 0.12]], "mulliken_charge": [-1.05, 0.53, -0.72, -0.16, 0.36, 0.37, 0.31, 0.45, 0.38, -0.49, -1.06, 0.79, -0.78, -0.21, 0.38, 0.39, 0.29, 0.15, -0.26, 0.42, -0.83, 0.42, -0.54, -0.99, 0.27, 0.41, 0.22, 0.30, 0.34, 0.38, -0.90, 0.54, -0.69, -0.93, 0.38, 0.40, 0.14, 0.33, 0.33, 0.34, -0.38, 0.44, -0.61, -0.96, 0.00, 0.31, 0.10, 0.31, 0.27, 0.40, -0.93, 0.48, -0.55, -0.71, 0.33, 0.33, 0.28, 0.09, 0.32, 0.37, -1.07, 0.89, -0.71, -1.13, 0.36, 0.32, 0.30, 0.38, 0.40, 0.28, -0.63, -0.35, 0.23, 0.25, 0.26, 0.33], "total_energy_ha": -3988.069552, "gap_ev": 8.72, "e_lumo_ev": 0.3}